{
  "formula": "C37H85N7O3P",
  "method": "ωB97M-V/def2-TZVPD",
  "symbols": ["C", "C", "C", "C", "C", "C", "C", "C", "N", "N", "C", "C", "C", "C", "N", "C", "P", "O", "O", "O", "H", "H", "H", "H", "H", "H", "H", "H", "H", "H", "H", "H", "H", "H", "H", "H", "H", "H", "H", "H", "H", "H", "H", "H", "H", "C", "C", "N", "C", "C", "C", "C", "H", "H", "H", "H", "H", "H", "H", "H", "H", "H", "H", "H", "H", "H", "H", "C", "C", "N", "C", "C", "C", "C", "H", "H", "H", "H", "H", "H", "H", "H", "H", "H", "H", "H", "H", "H", "H", "C", "C", "N", "C", "C", "C", "C", "H", "H", "H", "H", "H", "H", "H", "H", "H", "H", "H", "H", "H", "H", "H", "C", "C", "N", "C", "C", "C", "C", "H", "H", "H", "H", "H", "H", "H", "H", "H", "H", "H", "H", "H", "H", "H"],
  "xyz": [[-2.598, -3.975, 2.795], [-2.764, -3.253, 1.333], [-4.289, -2.966, 0.793], [-4.567, -2.263, -0.672], [-3.287, -1.790, -1.601], [-1.777, -2.087, -1.035], [-1.440, -2.825, 0.427], [0.121, -3.098, 0.833], [0.642, -4.486, 0.414], [2.032, -4.418, 0.671], [0.059, -5.622, 1.222], [0.408, -5.602, 2.824], [1.791, -6.369, 3.251], [1.915, -7.923, 2.748], [3.029, -7.993, 1.727], [0.544, -4.663, -1.098], [-0.846, -5.802, -1.710], [-0.575, -7.362, -1.528], [-0.958, -5.564, -3.468], [-2.437, -5.470, -1.092], [-1.566, -3.648, 3.275], [-2.558, -5.162, 2.723], [-3.526, -3.712, 3.492], [-5.183, -3.315, 1.471], [-5.674, -2.112, -1.027], [-3.399, -1.287, -2.669], [-0.837, -1.782, -1.675], [0.772, -2.329, 0.194], [0.327, -2.845, 1.956], [2.203, -3.882, 1.574], [2.499, -3.794, -0.055], [-1.132, -5.690, 1.155], [0.484, -6.626, 0.737], [-0.477, -6.196, 3.362], [0.425, -4.542, 3.319], [1.796, -6.405, 4.444], [2.692, -5.676, 2.955], [2.262, -8.571, 3.677], [0.919, -8.352, 2.259], [3.733, -7.230, 1.835], [2.671, -7.896, 0.745], [0.465, -3.618, -1.669], [1.566, -5.135, -1.494], [-1.943, -5.636, -3.729], [-2.992, -6.296, -0.971], [6.433, -3.255, -0.641], [6.061, -1.852, -1.116], [5.011, -1.220, -0.314], [4.433, -0.031, -0.944], [5.350, 1.166, -1.167], [5.272, -1.103, 1.122], [6.532, -0.363, 1.556], [5.548, -3.895, -0.568], [7.122, -3.718, -1.356], [6.934, -3.237, 0.332], [5.704, -1.954, -2.149], [6.966, -1.238, -1.158], [3.557, 0.298, -0.369], [4.026, -0.329, -1.920], [5.575, 1.683, -0.232], [4.854, 1.893, -1.820], [6.291, 0.886, -1.650], [5.312, -2.115, 1.545], [4.406, -0.643, 1.616], [7.419, -0.682, 1.002], [6.726, -0.561, 2.617], [6.425, 0.718, 1.451], [1.929, 7.710, -1.871], [2.142, 6.667, -0.775], [2.490, 5.340, -1.288], [2.381, 4.280, -0.283], [3.314, 4.351, 0.921], [3.672, 5.265, -2.150], [4.993, 5.777, -1.588], [1.199, 7.364, -2.609], [1.546, 8.637, -1.431], [2.863, 7.954, -2.389], [1.198, 6.596, -0.221], [2.891, 7.040, -0.069], [2.504, 3.303, -0.768], [1.349, 4.275, 0.092], [4.339, 4.090, 0.654], [2.991, 3.629, 1.679], [3.313, 5.338, 1.392], [3.458, 5.823, -3.071], [3.811, 4.232, -2.492], [4.895, 6.755, -1.109], [5.719, 5.889, -2.403], [5.427, 5.079, -0.871], [0.589, 6.977, 3.238], [0.421, 8.232, 4.091], [1.096, 9.409, 3.541], [1.209, 10.515, 4.496], [-0.083, 11.158, 4.988], [0.723, 9.796, 2.178], [-0.748, 10.078, 1.899], [1.646, 6.773, 3.038], [0.175, 6.110, 3.766], [0.061, 7.059, 2.281], [0.851, 8.004, 5.074], [-0.647, 8.414, 4.252], [1.854, 11.297, 4.074], [1.758, 10.148, 5.373], [-0.545, 11.777, 4.217], [0.135, 11.817, 5.835], [-0.812, 10.418, 5.331], [1.049, 9.000, 1.496], [1.314, 10.668, 1.870], [-1.409, 9.306, 2.302], [-0.916, 10.111, 0.815], [-1.059, 11.045, 2.296], [-10.266, -4.957, -5.121], [-8.885, -5.364, -4.613], [-7.929, -4.256, -4.561], [-6.541, -4.692, -4.387], [-6.184, -5.409, -3.089], [-8.324, -3.093, -3.764], [-8.668, -3.323, -2.297], [-10.197, -4.444, -6.086], [-10.889, -5.848, -5.260], [-10.785, -4.302, -4.413], [-8.507, -6.125, -5.307], [-8.993, -5.855, -3.640], [-5.870, -3.832, -4.511], [-6.289, -5.360, -5.221], [-6.149, -4.720, -2.243], [-5.187, -5.853, -3.178], [-6.880, -6.219, -2.856], [-9.194, -2.628, -4.245], [-7.544, -2.323, -3.826], [-9.344, -4.170, -2.151], [-9.173, -2.435, -1.895], [-7.776, -3.481, -1.690]],
  "mol_weight_da": 707.1,
  "total_charge": 1,
  "fmax_ev_per_a": 7.69,
  "orbital_gap_ev": 6.01,
  "e_lumo_ev": -3.2
}